C5H12ClINP | ωB97M-V/def2-TZVPD

For the gap between HOMO and LUMO (spin up / spin down), the calculation gives 0.3002 / 0.2584 Eh. The total energy comes out at -36777.7785 eV. For the LUMO energy (spin up / spin down), the calculation gives -0.880 / -1.077 eV. The energy above the lowest of the compared OMol25 structures with the same formula, charge and spin comes out at 2.771 eV. The largest force on an atom is 3.4 eV/A. The HOMO energy (spin up / spin down) comes out at -0.3325 / -0.2979 hartree.

Bonds (Å) are listed after each position.
Element x y z (Å)
1 C -0.20586 -1.55615 1.77318  C3 1.551, H10 1.074, H11 1.034, H12 1.058
2 C 1.36265 1.96406 0.80902  C4 1.544, H13 1.124, H14 1.084, H15 1.030
3 C -0.40449 -1.37792 0.24504  C1 1.551, C5 1.595, H16 1.053, H17 1.071
4 C 0.03553 1.20998 0.57892  C2 1.544, C5 1.577, H18 1.107, H19 1.035
5 C 0.38251 -0.08355 -0.25438  C3 1.595, C4 1.577, N6 1.444, H20 1.061
6 N 0.12357 0.08088 -1.66521  C5 1.444, I9 1.993
7 P -2.52793 0.00512 -3.30609  Cl8 2.045, H21 1.419
8 Cl -2.69246 -1.96521 -2.78300  P7 2.045
9 I 1.51473 1.09075 -2.67338  N6 1.993
10 H 0.83886 -1.42447 1.98510  C1 1.074
11 H -0.62214 -0.77234 2.30424  C1 1.034
12 H -0.67261 -2.40558 2.19648  C1 1.058
13 H 2.05869 1.28495 1.37253  C2 1.124
14 H 1.72569 2.36665 -0.12977  C2 1.084
15 H 1.17041 2.73848 1.46009  C2 1.030
16 H -1.44368 -1.28494 0.10217  C3 1.053
17 H 0.16184 -2.13954 -0.25116  C3 1.071
18 H -0.38982 0.70180 1.46588  C4 1.107
19 H -0.69280 1.74862 0.07787  C4 1.035
20 H 1.38908 -0.28237 0.01472  C5 1.061
21 H -1.11176 0.10076 -3.32227  P7 1.419